The following is a quantum chemistry calculation of C19H18BrCl2CrN7O4 as an isolated structure, from the OMol25 dataset.

XYZ file:
```
52
Properties=species:S:1:pos:R:3:forces:R:3:mulliken_charge:R:1
Br -1.83456 0.74248 -2.48689 0.0 -0.2 -0.1 -0.13
H 2.97092 -5.20877 -5.05522 0.0 0.0 0.0 0.39
H 2.68732 -3.28930 -6.59166 0.0 0.0 0.0 0.39
C 1.30300 -2.27714 -5.31249 0.0 0.0 0.0 -0.50
H 0.17522 -3.45422 -2.34259 0.0 0.0 -0.1 0.63
H 1.02058 -1.67558 -1.60006 -0.1 0.1 0.0 0.53
H 1.73834 4.56726 4.74815 -0.1 0.0 0.1 0.30
H -3.21601 -1.10588 4.24904 0.0 0.0 0.0 0.45
C 0.62048 -2.28568 -4.09567 0.0 0.1 0.0 0.38
H -0.85830 -0.78744 -4.63154 0.0 0.0 0.0 0.45
C -1.02083 4.48426 -1.84514 -0.1 0.0 -0.1 0.11
C 2.31571 -4.39085 -4.78694 0.0 0.0 0.0 -0.46
Cr -0.10105 1.66610 0.60773 -0.1 0.0 -0.1 0.70
C 0.76612 -3.38441 -3.24920 0.0 -0.1 0.0 -0.38
O 0.62175 0.84135 1.99611 0.3 0.2 -0.2 -0.55
Cl -0.63348 4.18662 -3.53417 0.1 0.0 0.0 -0.11
C 0.32818 -0.84946 -1.45021 0.0 -0.1 0.0 -0.23
C -0.45549 -0.53440 -2.62156 0.0 0.1 0.1 0.23
C -1.07700 -3.53127 3.22271 0.0 0.0 0.0 -0.78
C 2.15542 -3.31498 -5.65008 0.0 0.0 0.0 -0.54
H 1.83981 -0.70685 2.54613 0.0 0.1 0.0 0.31
H 0.79379 -3.16290 2.26972 0.0 0.0 0.0 0.34
C -1.35057 -0.76021 3.28684 0.0 0.1 0.0 0.47
H 1.17050 -1.44310 -5.99157 0.0 0.0 0.0 0.43
Cl -0.13052 5.85120 -1.16486 0.0 0.0 0.0 -0.13
C -0.09753 -2.71319 2.69628 0.0 0.0 0.0 -0.83
N 1.08769 5.22056 4.33322 0.1 0.2 -0.2 -0.57
N 0.75323 3.57517 2.73203 -0.1 -0.1 -0.3 -0.71
C -0.22099 -1.32314 2.69405 0.0 -0.1 -0.1 0.71
C 0.89899 -0.53859 2.01715 -0.3 -0.1 -0.1 0.19
N 0.31708 4.58029 3.40069 -0.1 0.1 0.1 1.28
H -0.95570 -4.60558 3.21148 0.0 0.0 0.0 0.41
N 1.12606 -0.90396 0.64453 0.5 0.5 -0.2 0.05
C -2.21787 -2.95163 3.76940 0.0 0.0 0.0 -0.43
O 0.47548 2.79826 -0.92499 0.0 -0.3 0.1 -0.59
C -0.70027 3.26304 -1.01551 -0.1 -0.1 0.2 0.83
N -0.22786 3.30722 1.86841 0.0 0.1 0.4 0.44
N 0.30566 -0.31450 -0.28537 -0.1 0.0 0.2 -0.07
H -0.71538 1.03393 3.24646 -0.1 0.0 0.0 0.35
O -1.56338 0.59175 3.39568 0.0 0.0 0.0 -0.72
H 1.64919 -1.72446 0.38296 -0.2 -0.1 0.0 0.23
H 1.70156 -5.28358 -2.93514 0.0 0.0 0.0 0.39
H -2.13861 4.22247 1.56658 0.0 0.0 0.0 0.64
H -2.07948 4.70359 -1.76416 0.0 0.0 0.0 0.30
C -2.34852 -1.57764 3.80673 0.0 -0.1 0.0 -0.61
H 0.48166 5.70098 4.98519 0.0 -0.1 0.1 0.31
C -0.27736 -1.15690 -3.79307 0.0 -0.1 -0.2 -0.84
H -2.99981 -3.57435 4.18329 0.0 0.0 0.0 0.40
O -1.60455 2.71054 -0.32294 0.3 0.3 0.2 -0.61
C -1.20746 4.19078 2.10297 0.0 0.0 0.0 -0.40
C 1.61012 -4.42905 -3.59253 0.0 0.0 0.0 -0.60
N -0.88131 5.02117 3.08006 0.1 -0.1 -0.1 -0.88
```
Forces are in eV/Å.

## Properties
**ΔE to the lowest compared entry with this formula, charge and spin**: 24.56 kcal per mole
**E_tot**: -162115.5692 eV
**Kohn-Sham gap (spin up / spin down)**: 6.465 / 7.004 eV
**Max |F|**: 0.71 eV/A
**Net charge**: +1
**HOMO level (spin up / spin down)**: -11.1057 / -11.1034 eV
**2S+1**: 2
**<S²>**: 0.81